ORCA calculation (ωB97M-V with the def2-TZVPD basis set) on 9 unconnected molecules or ions with the total composition C36H72O25 at a distorted geometry.

- M (g mol⁻¹) = 904.95
- SMILES = CCOC(=O)OC.CCOC(=O)OC.CCOC(=O)OC.CCOC(=O)OC.CCOC(=O)OC.CCOC(=O)OC.CCOC(=O)OC.CCOC(=O)OC.C1CCOC1
- energy (a.u.) = -3295.8790
- HOMO-LUMO gap (eV) = 10.1
- relative energy (zero: lowest compared OMol25 entry of this formula, charge and spin) (kcal/mol) = 83.8
- HOMO level (Ha) = -0.355

```
! wB97M-V def2-TZVPD RIJCOSX def2/J DEFGRID3
* xyz 0 1
C 5.52 -1.33 1.17
C 5.74 -2.52 2.08
O 4.52 -3.24 2.23
C 4.45 -3.99 3.28
O 5.36 -4.40 3.90
O 3.18 -4.22 3.57
C 3.05 -4.95 4.78
H 5.37 -1.62 0.12
H 6.39 -0.67 1.10
H 4.61 -0.78 1.35
H 6.09 -2.10 3.03
H 6.57 -3.15 1.75
H 3.22 -4.28 5.63
H 3.67 -5.83 4.79
H 1.99 -5.18 4.93
C 7.91 -0.55 4.07
C 7.96 0.95 4.18
O 6.97 1.48 3.28
C 6.31 2.49 3.69
O 6.53 3.08 4.63
O 5.38 2.77 2.79
C 4.54 3.94 3.05
H 7.90 -0.88 3.02
H 7.04 -0.98 4.56
H 8.83 -1.01 4.44
H 8.92 1.39 3.93
H 7.65 1.19 5.20
H 5.13 4.75 3.47
H 3.72 3.66 3.71
H 4.17 4.24 2.08
C -6.92 -1.38 1.80
C -7.34 -0.51 0.67
O -6.09 0.13 0.18
C -6.22 1.19 -0.54
O -7.21 1.66 -0.90
O -5.03 1.62 -0.81
C -4.86 2.94 -1.33
H -7.72 -2.02 2.19
H -6.40 -0.94 2.65
H -6.28 -2.19 1.42
H -8.05 0.29 0.91
H -7.72 -1.06 -0.19
H -4.53 2.79 -2.36
H -4.10 3.42 -0.73
H -5.77 3.53 -1.35
C -7.09 1.44 -4.93
C -5.79 1.63 -5.70
O -5.02 2.71 -5.13
C -3.73 2.60 -5.10
O -3.12 1.73 -5.56
O -3.26 3.61 -4.42
C -1.89 3.55 -3.96
H -6.99 1.48 -3.85
H -7.47 0.43 -5.12
H -7.81 2.18 -5.29
H -5.87 1.83 -6.77
H -5.23 0.69 -5.73
H -1.64 4.40 -3.36
H -1.28 3.44 -4.86
H -1.71 2.61 -3.42
C 3.41 -0.56 -5.02
C 3.59 0.57 -4.03
O 2.83 1.66 -4.58
C 2.92 2.75 -3.89
O 3.43 2.89 -2.82
O 2.25 3.67 -4.57
C 1.99 4.82 -3.89
H 2.34 -0.59 -5.26
H 3.65 -1.56 -4.66
H 3.93 -0.35 -5.96
H 4.62 0.93 -4.01
H 3.26 0.28 -3.04
H 1.43 5.47 -4.56
H 2.87 5.38 -3.57
H 1.35 4.67 -3.02
C -3.36 0.54 2.63
C -3.15 -0.34 3.86
O -4.22 -1.36 3.89
C -4.05 -2.38 4.62
O -3.14 -2.69 5.29
O -5.21 -2.98 4.62
C -5.32 -4.18 5.38
H -3.24 -0.02 1.70
H -2.52 1.25 2.58
H -4.35 0.98 2.60
H -3.30 0.25 4.78
H -2.18 -0.82 4.00
H -4.37 -4.62 5.66
H -5.95 -4.87 4.83
H -5.81 -3.96 6.34
C 0.39 -3.55 -6.51
C -0.99 -2.96 -6.31
O -1.09 -1.67 -7.01
C -0.59 -0.55 -6.47
O -0.30 -0.40 -5.35
O -0.38 0.31 -7.45
C 0.28 1.49 -7.07
H 1.18 -2.92 -6.10
H 0.51 -3.75 -7.57
H 0.40 -4.51 -5.98
H -1.30 -2.87 -5.26
H -1.81 -3.53 -6.76
H -0.27 2.12 -6.36
H 0.39 2.06 -7.98
H 1.21 1.22 -6.57
C 2.33 0.09 4.08
C 2.19 -0.65 5.37
O 1.38 -1.79 5.17
C 0.81 -2.34 6.24
O 1.15 -2.11 7.35
O -0.11 -3.19 5.87
C -0.86 -3.81 6.93
H 3.06 0.90 4.18
H 1.40 0.51 3.68
H 2.76 -0.56 3.32
H 1.90 0.01 6.19
H 3.20 -0.93 5.70
H -0.98 -3.18 7.81
H -0.21 -4.63 7.28
H -1.78 -4.23 6.58
C -0.99 0.62 -1.50
C -0.95 1.50 -0.23
C 0.22 2.46 -0.53
O 0.51 2.35 -1.89
C 0.27 0.99 -2.31
H -1.85 0.91 -2.10
H -1.09 -0.47 -1.39
H -0.86 1.05 0.75
H -1.87 2.08 -0.38
H 1.11 2.20 0.08
H 0.13 3.48 -0.13
H 1.12 0.32 -2.10
H 0.13 1.06 -3.38
*
```